[1]
Below is a cluster of 2 separate species, C2H5FO2 in total in a non-equilibrium geometry, with properties calculated with wB97M-V/def2-TZVPD.

The geometry in XYZ format:
```
10
Properties=species:S:1:pos:R:3:forces:R:3:mulliken_charge:R:1
C 1.306 0.328 0.468 0.61 -2.38 1.00 -0.578
C -1.324 0.123 -0.541 -0.13 -0.02 2.39 -0.079
O 1.983 0.061 -0.664 0.85 -0.23 -0.17 -0.424
O -1.556 -0.958 0.286 -0.25 -0.61 -5.76 -0.425
F -2.150 1.182 -0.335 -0.03 -0.31 0.16 -0.254
H 0.643 1.106 0.505 -1.17 2.05 -0.21 0.511
H 1.138 -0.548 1.106 0.05 0.50 0.00 0.182
H -1.107 0.005 -1.553 0.21 -0.80 -1.40 0.364
H 2.607 -0.636 -0.399 -0.20 0.27 -0.65 0.351
H -1.539 -0.664 1.126 0.07 1.52 4.64 0.352
```
Forces are in eV/Å.

Output
- Energy: -8962.922 eV
- ΔE to the lowest compared entry with this formula, charge and spin: 113.7 kcal/mol

=====

[2]
Below is a structure of composition C51H38AsCl4N8S5Sm, with properties calculated with wB97M-V/def2-TZVPD.

The geometry in XYZ format:
```
108
Properties=species:S:1:pos:R:3:forces:R:3:mulliken_charge:R:1
Sm -0.171 -0.468 0.409 0.41 -0.19 0.28 1.313
Cl -9.720 -1.963 1.560 0.13 -0.01 0.01 -0.263
C -7.967 -1.888 1.449 -0.07 -0.02 0.02 0.427
C -7.199 -2.537 2.399 -0.08 -0.01 0.02 -0.888
C -5.815 -2.470 2.307 0.09 -0.03 0.03 0.088
C -5.197 -1.767 1.280 -0.05 0.14 -0.05 -0.455
C -5.999 -1.123 0.340 -0.03 0.10 -0.11 0.167
C -7.383 -1.177 0.416 0.06 0.00 0.03 -0.992
C -3.712 -1.658 1.169 0.08 0.39 0.32 0.892
C -3.154 -2.251 0.016 0.10 -0.22 0.00 0.051
C -3.869 -2.954 -0.982 0.08 0.03 -0.05 -0.799
C -2.953 -3.306 -1.962 -0.16 -0.02 0.20 -1.131
C -1.724 -2.824 -1.514 0.17 -0.11 0.15 -1.123
C -0.382 -3.186 -2.000 0.09 0.00 -0.06 2.040
C 0.661 -2.111 -2.292 -0.02 0.08 0.04 0.984
C 0.116 -4.416 -1.336 -0.17 0.16 0.03 -0.834
C 0.956 -5.285 -1.902 0.10 -0.08 -0.27 -0.858
C 1.359 -5.103 -3.287 0.06 -0.20 0.23 0.458
Cl 2.345 -6.375 -4.000 -0.09 0.09 0.07 -0.281
C 0.957 -4.073 -4.024 -0.08 0.21 -0.06 -1.304
C 0.173 -2.978 -3.423 0.10 -0.17 0.00 -1.018
C 1.912 -2.239 -1.500 -0.26 0.07 -0.14 -0.351
N 1.829 -1.775 -0.232 -0.23 0.00 -0.01 0.532
C 3.026 -2.058 0.364 0.05 0.06 0.09 -0.339
C 3.359 -1.628 1.686 0.00 0.06 0.12 1.487
C 4.773 -1.902 2.086 -0.05 0.07 0.02 -0.797
C 5.088 -2.818 3.083 -0.03 -0.02 0.02 0.257
C 6.407 -3.060 3.449 0.02 -0.02 0.00 -0.968
C 7.416 -2.375 2.800 0.07 -0.03 0.02 0.422
Cl 9.088 -2.673 3.249 -0.10 0.01 -0.01 -0.262
C 7.137 -1.460 1.800 -0.02 0.01 0.00 -1.023
C 5.815 -1.232 1.448 0.04 0.05 -0.02 0.240
C 2.570 -0.946 2.581 0.05 0.06 -0.07 0.085
C 3.070 -0.419 3.837 0.14 -0.08 -0.11 -1.683
C 2.072 0.259 4.428 0.01 0.09 0.00 -1.484
C 0.908 0.147 3.558 0.04 -0.44 -0.10 0.787
N 1.224 -0.563 2.449 0.12 0.06 0.00 0.164
C -0.361 0.605 3.940 -0.03 0.24 0.14 1.034
C -1.583 0.201 3.351 0.00 -0.42 -0.29 0.600
C -2.887 0.596 3.830 -0.14 0.00 -0.06 -1.232
C -3.797 -0.102 3.108 -0.04 -0.06 -0.04 -1.741
C -3.081 -0.895 2.145 -0.28 -0.11 -0.10 0.000
N -1.715 -0.656 2.303 0.00 0.17 0.22 -0.232
C -0.410 1.542 5.090 -0.02 -0.11 -0.13 -0.171
C -1.169 1.298 6.237 -0.06 -0.03 0.10 -0.254
C -1.210 2.192 7.297 0.01 -0.03 -0.04 -1.014
C -0.462 3.354 7.229 -0.01 0.05 0.09 0.254
Cl -0.506 4.492 8.565 0.01 -0.05 -0.07 -0.270
C 0.325 3.624 6.124 0.02 0.00 -0.03 -1.060
C 0.339 2.721 5.071 0.05 0.12 -0.01 -0.177
C 3.860 -2.730 -0.545 -0.07 -0.05 -0.12 -0.733
C 3.140 -2.845 -1.742 0.21 0.13 0.07 -1.750
N -1.815 -2.193 -0.326 -0.14 -0.04 -0.07 0.508
H -7.679 -3.084 3.199 0.01 -0.01 0.00 0.394
H -5.199 -2.964 3.049 -0.01 -0.01 -0.01 0.419
H -5.518 -0.562 -0.454 0.02 -0.01 -0.02 0.515
H -7.999 -0.668 -0.312 0.00 0.00 -0.01 0.421
H -4.928 -3.147 -0.995 -0.03 -0.01 0.03 0.558
H -3.133 -3.821 -2.891 0.00 -0.02 -0.01 0.498
H -0.283 -4.614 -0.348 0.02 0.04 0.03 0.452
H 1.286 -6.171 -1.377 0.02 0.00 0.00 0.438
H 1.179 -4.037 -5.082 -0.01 0.03 -0.01 0.415
H -0.461 -2.424 -4.107 -0.03 -0.01 0.01 0.687
H 4.285 -3.348 3.579 0.00 -0.01 0.00 0.442
H 6.649 -3.775 4.224 -0.01 -0.01 0.01 0.395
H 7.944 -0.933 1.308 -0.01 0.01 -0.01 0.401
H 5.576 -0.518 0.670 -0.02 0.01 -0.01 0.548
H 4.072 -0.548 4.211 0.04 -0.03 0.00 0.452
H 2.101 0.759 5.383 -0.01 -0.02 -0.02 0.483
H -3.092 1.318 4.604 0.00 -0.03 0.00 0.715
H -4.869 -0.049 3.195 -0.06 0.00 0.01 0.457
H -1.733 0.376 6.301 -0.01 0.00 0.00 0.564
H -1.805 1.980 8.175 -0.01 0.01 0.02 0.425
H 0.912 4.532 6.086 0.01 0.01 0.00 0.400
H 0.955 2.920 4.202 0.00 0.01 -0.01 0.840
H 4.858 -3.090 -0.354 0.03 0.01 0.00 0.531
H 3.466 -3.300 -2.663 -0.01 -0.01 0.00 0.643
S -3.233 -0.254 -3.788 0.14 0.05 0.13 -0.525
As -1.880 0.744 -2.538 -0.13 0.31 -0.33 0.407
S -2.472 0.984 -0.467 -0.05 -0.04 -0.47 -0.396
S 0.283 -0.320 -2.477 -0.04 0.03 0.15 -0.511
S -1.006 2.555 -3.265 -0.03 -0.17 0.10 -0.587
N 2.752 3.841 0.656 0.05 -0.15 -0.06 -0.541
C 2.371 3.043 -0.402 -0.03 -0.04 -0.04 0.166
N 1.538 3.619 -1.279 -0.15 -0.17 -0.14 -0.244
S 2.963 1.492 -0.570 0.10 0.10 0.09 -0.125
H 2.099 4.550 0.955 -0.02 0.01 0.02 0.200
H 3.184 3.313 1.399 -0.03 0.03 -0.01 0.286
H 1.073 4.479 -1.036 0.00 0.00 0.01 0.207
H 1.027 3.043 -1.958 0.10 0.04 0.17 0.004
N 0.014 1.960 1.149 0.09 -0.03 0.15 0.363
C -0.551 2.884 1.545 -0.02 0.34 -0.21 -0.866
N -1.254 3.946 1.870 0.01 -0.22 0.14 0.794
C -2.690 3.992 1.544 0.11 -0.01 -0.02 -0.463
C -3.084 5.452 1.315 -0.09 0.00 0.01 -0.863
C -1.921 6.210 0.685 0.03 -0.05 -0.04 -0.633
C -0.761 6.330 1.685 0.02 0.07 0.04 -0.761
C -0.680 5.080 2.575 -0.04 -0.08 -0.02 -0.526
H -3.263 3.529 2.352 -0.04 0.01 0.01 0.123
H -2.833 3.393 0.643 0.00 0.02 0.00 0.313
H -3.367 5.929 2.259 0.00 0.00 0.00 0.332
H -3.964 5.473 0.671 0.00 0.02 0.00 0.501
H -2.228 7.200 0.344 -0.01 0.00 0.02 0.431
H -1.594 5.659 -0.200 0.00 0.00 -0.01 0.216
H -0.899 7.206 2.325 0.00 0.00 -0.01 0.355
H 0.179 6.479 1.148 0.01 -0.01 -0.01 0.282
H -1.228 5.222 3.511 0.00 0.03 0.00 0.378
H 0.345 4.834 2.851 0.00 0.02 -0.01 0.289
```
Forces are in eV/Å.

Output
- Energy: -248441.221 eV
- Multiplicity: 6
- Net charge: -2
- ⟨S²⟩: 8.758
- ΔE to the lowest compared entry with this formula, charge and spin: 24.8 kcal/mol

=====

[3]
Below is a structure of composition C5H14N4 in a non-equilibrium geometry, with properties calculated with wB97M-V/def2-TZVPD.

The geometry in XYZ format:
```
23
Properties=species:S:1:pos:R:3:forces:R:3:mulliken_charge:R:1
C -1.127 -0.797 -1.644 0.10 -0.22 0.34 -1.081
N -1.001 -0.636 -0.196 -0.56 1.27 0.38 0.306
C -1.107 0.824 0.385 -2.45 -1.70 -0.48 0.303
N -1.578 -1.669 0.604 0.23 0.57 -0.44 -0.703
N -1.270 0.754 1.744 0.05 0.14 -0.61 -0.367
N -1.282 1.875 -0.302 0.97 -0.35 0.54 -0.803
H -2.455 -1.975 0.191 0.04 -0.03 0.02 0.225
H -0.924 -2.449 0.625 -0.13 0.14 0.00 0.238
H -1.669 -0.102 2.098 0.12 -0.04 -0.07 0.282
H -1.620 1.609 2.144 0.14 0.04 0.01 0.260
H -0.970 1.830 -1.263 -0.27 -0.23 -0.06 0.249
H -2.170 -0.909 -1.941 -0.01 0.12 -0.21 0.356
H -0.549 -1.678 -1.937 -0.24 -0.14 0.10 0.340
H -0.635 0.017 -2.169 -0.23 0.23 0.11 0.380
C 2.365 0.793 -0.811 0.34 -0.42 -0.08 -1.170
C 1.498 0.336 0.326 -1.19 -2.19 -1.58 0.529
C 1.987 0.032 1.523 0.19 0.17 0.16 -0.896
H 0.359 -0.413 -0.067 2.77 2.41 1.54 0.082
H 2.116 1.815 -1.114 0.02 -0.02 0.13 0.222
H 3.432 0.744 -0.571 0.07 0.20 0.03 0.401
H 2.217 0.173 -1.702 -0.05 0.00 -0.03 0.264
H 3.054 -0.103 1.698 0.14 0.72 0.23 0.310
H 1.329 -0.071 2.379 -0.04 -0.68 -0.04 0.272
```
Forces are in eV/Å.

Output
- Energy: -11368.048 eV
- ΔE to the lowest compared entry with this formula, charge and spin: 100.7 kcal/mol

=====

[4]
Below is a cluster of 2 separate species, C3H8Br2Si in total in a non-equilibrium geometry, with properties calculated with wB97M-V/def2-TZVPD.

The geometry in XYZ format:
```
14
Properties=species:S:1:pos:R:3:forces:R:3:mulliken_charge:R:1
C -0.186 1.343 -0.177 -0.03 -1.47 0.63 -1.123
C 1.536 -1.268 -0.432 -3.13 0.97 -1.32 -0.854
C -3.713 -2.919 -2.151 0.72 0.78 -1.63 -0.361
Si 0.257 -0.333 0.597 0.02 0.03 0.78 0.454
Br -3.476 -1.465 -3.233 0.29 -0.33 -0.30 0.016
Br -1.636 -1.535 0.473 -0.07 -0.03 0.12 -0.231
H 0.451 2.146 0.076 1.04 0.80 -0.06 0.352
H -0.406 1.261 -1.218 0.56 -0.16 -1.01 0.338
H -1.136 1.628 0.175 -1.34 0.28 0.99 0.364
H 1.858 -2.112 0.126 0.88 -0.59 0.15 0.314
H 0.900 -1.597 -1.366 1.53 0.58 1.61 0.236
H 2.199 -0.444 -0.675 0.82 -0.57 -0.25 0.271
H -4.283 -2.698 -1.315 -1.01 -0.45 1.91 0.333
H 0.607 -0.300 2.147 -0.29 0.17 -1.63 -0.108
```
Forces are in eV/Å.

Output
- Energy: -151200.257 eV
- Multiplicity: 3
- ⟨S²⟩: 2.009

=====

[5]
Below is an isolated molecule of C4H7NO in a non-equilibrium geometry, with properties calculated with wB97M-V/def2-TZVPD.

The geometry in XYZ format:
```
13
Properties=species:S:1:pos:R:3:forces:R:3:mulliken_charge:R:1
C -1.438 -1.663 -0.573 2.90 2.94 1.77 -0.722
C -1.383 -0.503 -1.231 -1.54 0.28 -0.65 -0.037
C -0.553 0.736 -0.821 -2.18 1.13 0.14 -0.348
C 0.892 0.672 1.140 0.92 -1.13 0.32 0.183
H -0.747 -1.684 0.322 -0.80 -0.49 -0.97 0.153
H -2.066 -2.464 -0.718 -1.29 -1.55 -0.68 0.332
H -2.113 -0.309 -2.083 1.11 -0.26 1.04 0.236
H -1.125 1.354 0.022 0.68 -1.15 -2.07 0.182
H -0.491 1.394 -1.741 0.20 -0.53 1.12 0.248
H 1.351 -0.140 -0.636 0.35 -0.21 -0.22 0.245
H 0.006 1.189 1.666 1.26 -0.46 -0.57 0.222
N 0.691 0.474 -0.203 0.00 0.36 1.00 -0.128
O 1.905 0.236 1.688 -1.62 1.07 -0.23 -0.566
```
Forces are in eV/Å.

Output
- Energy: -7797.933 eV
- ΔE to the lowest compared entry with this formula, charge and spin: 39.5 kcal/mol